{"formula": "C41H60AsIrN2OPSi4Te", "method": "ωB97M-V/def2-TZVPD", "symbols": ["Ir", "N", "P", "C", "C", "C", "C", "C", "C", "C", "C", "C", "C", "C", "C", "C", "C", "C", "C", "C", "C", "H", "H", "H", "H", "H", "H", "H", "H", "H", "H", "H", "H", "H", "H", "H", "O", "N", "C", "C", "C", "C", "C", "H", "H", "H", "H", "H", "C", "Si", "C", "C", "Si", "Te", "Si", "C", "C", "C", "Si", "C", "C", "C", "H", "H", "H", "H", "H", "H", "H", "H", "H", "H", "H", "H", "H", "H", "H", "H", "H", "H", "H", "H", "H", "H", "H", "H", "H", "H", "H", "C", "As", "C", "C", "C", "C", "C", "C", "C", "C", "H", "H", "H", "H", "H", "H", "H", "H", "H", "H", "H", "H", "H"], "positions_angstrom": [[-0.553, -0.078, -0.438], [-0.376, 1.806, -0.160], [-1.442, 2.882, 0.347], [-1.666, 2.912, 2.138], [-2.910, 3.057, 2.786], [-2.929, 3.091, 4.168], [-1.748, 3.037, 4.914], [-0.507, 2.937, 4.272], [-0.472, 2.855, 2.881], [-0.830, 4.497, -0.130], [0.173, 4.579, -1.130], [0.552, 5.798, -1.634], [-0.030, 6.976, -1.159], [-1.010, 6.908, -0.172], [-1.397, 5.664, 0.354], [-3.067, 2.777, -0.413], [-3.445, 3.618, -1.468], [-4.675, 3.479, -2.090], [-5.614, 2.602, -1.595], [-5.264, 1.711, -0.565], [-3.973, 1.787, -0.020], [-3.819, 3.015, 2.211], [-3.877, 3.106, 4.673], [-1.810, 3.083, 5.984], [0.423, 2.874, 4.875], [0.438, 2.712, 2.346], [0.619, 3.697, -1.520], [1.319, 5.855, -2.387], [0.203, 7.913, -1.663], [-1.501, 7.815, 0.188], [-2.182, 5.630, 1.140], [-2.788, 4.397, -1.791], [-4.936, 4.101, -2.931], [-6.616, 2.585, -2.017], [-5.941, 0.950, -0.198], [-3.719, 1.088, 0.775], [-2.407, -1.040, -0.218], [-3.372, -1.573, -1.051], [-4.571, -1.933, -0.397], [-5.282, -3.003, -0.853], [-4.891, -3.739, -1.990], [-3.754, -3.284, -2.683], [-2.969, -2.247, -2.165], [-4.801, -1.375, 0.502], [-6.228, -3.325, -0.400], [-5.456, -4.541, -2.379], [-3.403, -3.747, -3.610], [-2.048, -1.945, -2.645], [3.655, -0.956, -5.483], [3.898, -2.289, -4.165], [5.708, -2.847, -4.093], [2.866, -3.782, -4.518], [3.357, -1.339, -2.034], [0.833, -1.777, -1.909], [4.281, -2.671, -0.298], [6.125, -2.317, -0.043], [4.205, -4.481, -0.834], [3.337, -2.380, 1.367], [3.710, 0.972, -1.958], [5.459, 1.413, -2.499], [2.556, 1.896, -3.098], [3.395, 1.585, -0.214], [4.024, -1.302, -6.474], [4.175, -0.031, -5.263], [2.586, -0.761, -5.503], [6.036, -3.184, -5.096], [5.703, -3.732, -3.466], [6.400, -2.083, -3.661], [2.979, -4.139, -5.564], [1.758, -3.637, -4.361], [3.178, -4.619, -3.875], [6.553, -2.326, -1.043], [6.641, -3.095, 0.551], [6.362, -1.352, 0.460], [4.909, -4.626, -1.677], [3.178, -4.698, -1.168], [4.477, -5.229, -0.075], [3.718, -1.506, 1.899], [3.441, -3.263, 2.007], [2.290, -2.262, 1.154], [5.648, 0.987, -3.503], [6.242, 1.047, -1.834], [5.582, 2.530, -2.471], [2.586, 1.567, -4.119], [2.891, 2.943, -3.100], [1.540, 1.854, -2.716], [3.930, 1.088, 0.559], [2.316, 1.487, -0.007], [3.651, 2.655, -0.141], [0.902, -0.575, 3.482], [-0.498, -0.825, 2.080], [-0.514, -2.766, 1.952], [-2.180, -0.415, 2.977], [-2.730, -1.539, 3.834], [-3.507, -2.539, 3.288], [-3.970, -3.601, 4.060], [-3.701, -3.599, 5.422], [-3.004, -2.568, 6.023], [-2.484, -1.575, 5.224], [0.762, -1.241, 4.326], [0.951, 0.444, 3.850], [1.859, -0.812, 3.063], [-0.672, -3.153, 2.944], [0.416, -3.069, 1.501], [-1.338, -3.044, 1.308], [-2.851, -0.217, 2.156], [-1.993, 0.461, 3.557], [-3.695, -2.492, 2.206], [-4.510, -4.422, 3.594], [-4.125, -4.434, 5.977], [-2.821, -2.546, 7.071], [-1.924, -0.770, 5.691]], "forces_ev_per_angstrom": [[0.114, -0.022, -0.161], [-0.388, 0.325, 0.261], [0.492, -0.520, -0.711], [-0.059, 0.295, 0.490], [1.178, -0.498, -0.319], [0.299, -0.114, 0.215], [0.127, 0.127, -0.799], [0.044, -0.194, 0.385], [-1.086, 0.050, 0.341], [0.671, 0.413, -0.606], [-0.897, 0.146, 0.809], [0.016, 0.640, 0.312], [-0.494, -0.205, -0.285], [-0.074, -0.087, 0.177], [-0.392, 0.631, 0.327], [-0.786, -0.001, -0.317], [0.120, -0.408, 0.298], [-0.032, 0.365, 0.179], [-0.237, -1.049, 0.520], [0.842, 0.602, -0.290], [-0.731, -0.141, 0.185], [-0.172, 0.254, -0.016], [-0.241, 0.136, 0.212], [0.062, -0.039, 0.340], [-0.725, 0.103, -0.559], [0.688, -0.013, -0.227], [0.206, -0.737, -0.097], [0.083, -0.044, -0.211], [0.065, -0.081, 0.401], [0.210, -0.281, -0.115], [0.596, -0.014, -0.612], [0.397, 0.281, -0.240], [0.050, 0.198, -0.035], [0.185, -0.114, 0.007], [-0.089, 0.111, -0.082], [0.104, 0.066, -0.224], [0.184, -0.114, 0.908], [-0.505, 0.638, 0.242], [0.517, -0.378, -0.130], [-0.649, -0.480, -0.146], [0.656, 1.069, -0.130], [1.394, 0.879, 0.496], [-0.990, -1.669, -1.272], [-0.003, 0.074, -0.211], [0.472, 0.466, 0.239], [-0.601, -0.674, -0.148], [-0.205, 0.111, 0.370], [-0.089, 0.220, 0.151], [0.285, -0.690, -0.250], [0.599, 0.862, 0.384], [-0.001, 0.372, -0.280], [-1.246, -0.811, -0.406], [-0.338, -0.359, -0.214], [0.246, -0.067, 0.174], [0.084, 0.098, 0.971], [0.120, 0.326, 0.561], [-0.150, -0.071, -0.328], [0.792, -0.523, -0.719], [0.307, -0.062, 0.255], [0.232, 0.529, -0.046], [0.185, 0.490, 0.496], [-0.810, 0.841, -0.557], [-0.433, 0.128, 0.502], [0.089, 0.173, 0.176], [-0.170, 0.172, -0.328], [0.052, 0.347, 0.438], [0.277, -0.160, 0.255], [-0.468, -0.626, -0.475], [0.062, 0.269, 0.450], [1.122, -0.010, -0.068], [-0.115, 0.232, -0.077], [0.355, 0.123, -0.063], [-0.374, 0.170, -0.288], [-0.266, -0.489, -0.515], [-0.472, 0.042, 0.294], [0.318, -0.112, -0.062], [-0.077, 0.391, 0.015], [-0.018, 0.007, -0.082], [0.087, 0.112, 0.003], [-0.494, 0.227, -0.078], [0.038, 0.510, 0.347], [-0.058, -0.269, 0.074], [-0.179, -0.897, -0.422], [-0.076, -0.328, -0.527], [-0.124, -0.060, 0.063], [-0.230, -0.057, -0.064], [0.576, -0.635, 0.618], [0.237, 0.059, 0.008], [-0.122, -0.201, -0.067], [-0.614, 0.061, -0.160], [0.771, -0.321, -0.049], [-0.309, 0.676, 0.045], [-0.146, -1.301, 0.360], [0.378, 0.697, 0.913], [-0.070, -0.334, -1.004], [0.332, 0.444, -0.050], [-0.916, -0.952, -0.113], [0.143, -0.197, -0.779], [0.041, 0.675, -0.618], [-0.333, -0.187, 0.134], [-0.218, 0.182, -0.074], [0.460, -0.138, -0.451], [0.117, -0.441, 0.362], [0.276, -0.249, -0.012], [-0.136, -0.043, -0.170], [-0.253, 0.196, -0.206], [-0.037, 0.713, 0.368], [-0.029, -0.201, 0.445], [0.015, 0.198, 0.146], [0.273, 0.236, 0.261], [0.038, -0.092, 0.685], [0.051, 0.005, -0.125]], "e_lumo_ev": [0.26, -0.96], "s2": 8.793, "relative_energy_ev": 0.0000, "max_force_ev_per_a": 2.320, "multiplicity": 6, "gap_ev": [5.0449, 6.2053]}